# 1
Below is a molecular structure, C5H13B11Br6Cl3O9OsP2, with properties calculated with ωB97M-V/def2-TZVPD.

Computed properties:
LUMO level (alpha / beta): -10.25 / -12.89 eV
<S²>: 6.02
E: -18746.3221 hartree
Energy above the lowest of the compared OMol25 structures with the same formula, charge and spin: 0.00 kcal/mol
Net charge: +3
2S+1: 5

Structure (XYZ):
```
50
C5H13B11Br6Cl3O9OsP2 ωB97M-V/def2-TZVPD
Os 0.15 0.88 -1.07
Br -2.12 -0.07 -0.85
B -2.23 -0.56 1.10
B -3.70 -0.27 2.06
C -3.05 0.04 3.60
B -2.22 0.72 2.30
B -1.35 0.08 3.73
B -2.30 -1.28 4.36
B -3.73 -1.49 3.33
B -3.19 -1.94 1.64
Br -4.21 -2.98 0.40
B -2.31 -2.56 3.11
Br -2.38 -4.39 3.64
B -0.79 -1.58 3.35
Br 0.86 -2.24 4.05
B -0.84 -0.35 2.09
Br 0.85 0.38 1.27
B -1.36 -1.98 1.68
Br -0.35 -3.13 0.50
H -4.69 0.23 1.66
H -3.61 0.72 4.23
H -2.22 1.88 2.06
H -0.79 0.80 4.46
H -2.37 -1.47 5.52
H -4.76 -1.82 3.80
C 4.39 -1.37 -2.44
C 3.66 -0.13 -2.86
O 3.99 0.46 -4.01
P 3.40 1.21 -1.60
O 4.41 2.33 -1.89
O 3.82 0.58 -0.25
O 1.97 1.70 -1.55
P 1.51 -0.91 -3.27
O 1.80 -2.42 -3.46
O 1.12 -0.03 -4.35
O 0.96 -0.78 -1.84
H 5.40 -1.10 -2.12
H 4.48 -2.07 -3.27
H 3.89 -1.87 -1.61
H 4.47 -0.12 -4.63
H 4.33 2.95 -2.64
H 4.65 0.83 0.19
H 1.75 -2.77 -4.37
Cl -2.16 5.07 -1.24
C -1.28 4.24 -2.50
Cl -2.26 3.97 -3.92
Cl 0.23 5.09 -2.91
C -0.78 2.91 -1.99
O -0.54 1.91 -2.72
O -0.52 2.70 -0.73
```

---

# 2
Below is a gas-phase ion, C5H13ClN6 (charge +2), with properties calculated with ωB97M-V/def2-TZVPD.

Computed properties:
LUMO level (alpha / beta): -7.03 / -11.98 eV
<S²>: 2.01
E: -986.3124 hartree
Net charge: +2
2S+1: 3

Structure (XYZ):
```
25
C5H13ClN6 ωB97M-V/def2-TZVPD
C -0.65 -0.34 0.05
C 1.66 -1.22 -0.33
C 3.11 0.61 -0.26
C -3.79 0.64 0.04
C -2.78 0.54 1.20
N 0.29 -1.37 0.01
N -0.39 0.77 -0.64
N 2.09 -0.06 -0.74
N 2.40 -2.32 -0.34
N 3.41 1.81 -0.71
N -1.68 -0.45 0.87
Cl 4.23 -0.01 0.94
H -3.25 0.68 -0.92
H -4.48 -0.24 0.00
H -4.36 1.57 0.21
H -3.32 0.30 2.13
H -2.49 1.55 1.44
H -0.03 -2.30 0.23
H -1.08 1.51 -0.67
H 0.37 0.82 -1.20
H 2.20 -3.28 -0.05
H 3.43 -2.12 -0.56
H 2.83 2.23 -1.40
H 4.39 2.06 -0.63
H -2.09 -1.36 1.31
```